No. 1
Density functional theory data (wB97M-V/def2-TZVPD) for C35H37BCaF5N2O6SSe as an isolated structure.

The geometry in XYZ format:
```
89
Properties=species:S:1:pos:R:3
Ca -0.978 -1.606 0.653
C -3.220 -4.084 -0.518
O -3.188 -2.908 0.276
C -3.943 -3.017 1.473
C -3.151 -3.737 2.535
O -1.959 -2.998 2.709
C -0.921 -3.703 3.387
C -0.062 -4.413 2.363
O 0.453 -3.486 1.422
C 1.730 -2.941 1.779
H -4.256 -4.356 -0.741
H -2.687 -3.863 -1.437
H -2.726 -4.926 -0.020
H -4.146 -1.998 1.803
H -4.894 -3.525 1.280
H -3.718 -3.773 3.474
H -2.930 -4.768 2.232
H -0.351 -2.937 3.917
H -1.345 -4.412 4.107
H 0.755 -4.956 2.849
H -0.655 -5.133 1.792
H 2.473 -3.743 1.802
H 1.997 -2.218 1.009
H 1.681 -2.428 2.742
Se -0.388 -0.237 3.412
C 1.441 0.305 3.533
C 1.978 1.301 2.713
C 3.310 1.678 2.808
C 4.149 1.072 3.733
C 3.631 0.086 4.564
C 2.298 -0.289 4.465
H 1.340 1.778 1.983
H 3.693 2.443 2.140
H 5.190 1.361 3.804
H 4.269 -0.396 5.296
H 1.901 -1.055 5.123
C 0.352 4.540 2.292
C -0.861 3.620 2.296
C -1.508 3.565 0.922
N -2.601 2.598 0.940
C -2.851 1.620 0.086
S -3.783 0.284 0.519
N -2.320 1.668 -1.188
C -2.139 2.778 -1.995
O -2.509 3.892 -1.689
C -1.474 2.489 -3.305
C -1.660 3.405 -4.336
C -1.058 3.199 -5.565
C -0.257 2.082 -5.766
C -0.060 1.173 -4.738
C -0.669 1.372 -3.507
H 0.831 4.560 3.271
H 0.078 5.563 2.023
H 1.096 4.192 1.571
H -1.593 3.967 3.034
H -0.575 2.609 2.594
H -0.779 3.238 0.187
H -1.886 4.543 0.616
H -3.044 2.447 1.835
H -2.299 0.763 -1.642
H -2.279 4.273 -4.150
H -1.211 3.909 -6.368
H 0.216 1.921 -6.727
H 0.571 0.306 -4.885
H -0.484 0.670 -2.703
O 2.046 -0.129 -0.248
B 0.681 0.342 -0.177
O 0.775 1.746 -0.498
C 2.083 2.061 -0.702
C 2.643 3.285 -0.998
C 4.032 3.331 -1.133
C 4.807 2.187 -0.978
C 4.226 0.953 -0.682
C 2.856 0.919 -0.547
H 2.027 4.167 -1.121
H 4.513 4.274 -1.363
H 5.882 2.255 -1.087
H 4.820 0.058 -0.550
F 1.352 -3.621 -1.380
C 0.461 -3.083 -2.262
C -0.627 -2.377 -1.800
C -1.424 -1.889 -2.805
F -2.527 -1.130 -2.482
C -1.215 -2.069 -4.162
F -2.041 -1.559 -5.092
C -0.106 -2.792 -4.560
F 0.144 -2.988 -5.866
C 0.748 -3.304 -3.599
F 1.830 -4.002 -3.992
```

The value obtained for the energy relative to the best compared isomer or geometry (same formula, charge and spin) is 22.9 kJ/mol. As for the largest force on an atom: 0.487 eV/A. The calculation puts the HOMO-LUMO gap at 0.227 hartree. The calculation puts the HOMO energy at -4.0 eV. The net charge is -1. Its total energy is -5918.448354 hartree.

***

No. 2
Density functional theory data (wB97M-V/def2-TZVPD) for C9H11Br2ClLaO5 as an isolated structure in a non-equilibrium geometry.

The geometry in XYZ format:
```
29
Properties=species:S:1:pos:R:3
C 2.586 -1.755 -0.621
C 2.285 -0.268 -0.700
O 1.437 0.025 -1.759
C 1.797 0.288 0.627
C 0.389 0.477 0.980
Br 0.647 1.046 2.858
C -0.181 1.628 0.195
O 0.163 2.785 0.348
O -1.021 1.182 -0.675
C -1.584 -0.085 -0.326
Br -1.420 -1.425 -1.726
C -3.036 -0.010 0.061
C -3.878 0.594 -1.038
O -4.230 0.000 -1.987
Cl -4.252 2.270 -0.773
C -0.721 -0.556 0.907
O -0.367 -1.861 1.131
H 1.935 -2.222 -1.341
H 2.419 -2.161 0.361
H 3.605 -1.959 -0.903
H 3.282 0.232 -0.911
H 1.613 0.873 -2.174
H 2.285 -0.217 1.451
H 2.109 1.369 0.691
H -3.406 -1.011 0.213
H -3.172 0.529 0.987
H -1.351 -0.274 1.748
H -1.117 -2.346 1.491
La 3.185 2.850 0.885
```

As for the largest force on an atom: 2.999 eV/A. The calculation puts the HOMO-LUMO gap at 0.108 hartree. The calculation puts the HOMO energy at -17.8 eV. The net charge is +3. Its total energy is -6364.242540 hartree.

***

No. 3
Density functional theory data (wB97M-V/def2-TZVPD) for C25H17Cl4IN5O6Ti as an isolated structure in a non-equilibrium geometry.

The geometry in XYZ format:
```
59
Properties=species:S:1:pos:R:3
Ti -0.425 0.238 0.195
O 1.154 -0.660 -0.441
C 2.210 -1.272 -0.879
C 3.477 -0.661 -0.815
C 4.614 -1.338 -1.202
C 4.552 -2.659 -1.652
C 3.314 -3.274 -1.720
C 2.146 -2.598 -1.379
C 0.833 -3.255 -1.476
N -0.161 -2.637 -1.945
C -1.481 -3.184 -1.808
C -2.227 -2.375 -0.737
N -2.028 -0.943 -0.927
C -2.872 -0.345 -1.677
C -2.817 1.006 -2.178
C -3.952 1.478 -2.856
C -3.999 2.723 -3.437
C -2.853 3.530 -3.358
C -1.718 3.096 -2.726
C -1.644 1.819 -2.092
O -0.564 1.467 -1.509
H 3.519 0.346 -0.421
H 5.576 -0.840 -1.133
H 5.452 -3.192 -1.934
H 3.238 -4.303 -2.062
H 0.739 -4.282 -1.079
H -1.487 -4.249 -1.520
H -2.004 -3.075 -2.764
H -1.845 -2.653 0.242
H -3.295 -2.630 -0.773
H -3.742 -0.920 -2.029
H -4.821 0.826 -2.906
H -4.895 3.073 -3.933
H -2.866 4.521 -3.801
H -0.837 3.722 -2.652
Cl -0.180 6.562 2.850
C -0.755 5.038 2.238
C -2.103 4.842 2.014
Cl -3.246 6.112 2.339
C -2.553 3.605 1.517
Cl -4.241 3.328 1.210
C -1.668 2.572 1.244
O -2.013 1.396 0.800
C -0.262 2.775 1.470
O 0.513 1.773 1.198
C 0.160 4.005 1.966
Cl 1.861 4.229 2.238
I 5.274 -2.279 5.778
C 3.886 -1.967 4.281
C 2.638 -2.540 4.182
N 2.101 -2.058 3.051
N 2.904 -1.205 2.418
C 4.004 -1.139 3.150
H 2.112 -3.231 4.818
H 1.152 -2.244 2.696
H 4.826 -0.508 2.854
O -0.635 -2.799 2.777
N -1.331 -1.818 2.493
O -0.737 -0.951 1.801
```

The value obtained for the energy relative to the best compared isomer or geometry (same formula, charge and spin) is 27.7 kJ/mol. As for the largest force on an atom: 1.188 eV/A. The calculation puts the HOMO-LUMO gap (spin up / spin down) at 0.176 / 0.191 hartree. Its multiplicity is 2. The calculation puts the HOMO energy (spin up / spin down) at -1.4 / -1.8 eV. The net charge is -2. Its total energy is -4676.206820 hartree.

***

No. 4
Density functional theory data (wB97M-V/def2-TZVPD) for an isolated molecule of C4H5NO in a non-equilibrium geometry.

The geometry in XYZ format:
```
11
Properties=species:S:1:pos:R:3
N -1.367 2.212 0.859
C -0.497 1.495 0.585
C 0.553 0.582 0.203
C 0.393 -0.373 -1.004
C 0.240 -0.915 0.348
O -1.037 -1.266 0.762
H 1.435 1.022 -0.195
H 1.365 -0.557 -1.466
H -0.429 -0.154 -1.658
H 0.982 -1.590 0.764
H -1.645 -0.514 0.662
```

The value obtained for the energy relative to the best compared isomer or geometry (same formula, charge and spin) is 211.7 kJ/mol. As for the largest force on an atom: 2.204 eV/A. The calculation puts the HOMO-LUMO gap at 0.409 hartree. The calculation puts the HOMO energy at -10.4 eV. The net charge is 0. The SMILES is N#C[C@@H]1C[C@@H]1O. Its total energy is -285.333951 hartree.

***

No. 5
Density functional theory data (wB97M-V/def2-TZVPD) for a 6-piece molecular cluster, C10H32O6 overall in a non-equilibrium geometry.

The geometry in XYZ format:
```
48
Properties=species:S:1:pos:R:3
C -19.038 1.506 -6.049
O -17.878 1.477 -5.329
H -18.779 2.147 -6.892
H -19.448 0.532 -6.318
H -19.830 2.038 -5.523
H -17.729 2.279 -4.824
C -18.663 3.696 -3.163
O -18.193 4.318 -4.343
H -19.178 2.754 -3.353
H -17.881 3.400 -2.465
H -19.246 4.451 -2.636
H -18.103 5.244 -4.104
C -23.320 0.424 -7.791
C -21.990 -0.318 -8.135
O -21.581 -1.258 -7.124
H -24.119 -0.236 -7.455
H -23.728 1.033 -8.599
H -23.128 1.077 -6.940
H -21.180 0.369 -8.380
H -22.110 -0.819 -9.095
H -20.887 -1.823 -7.472
C -19.254 2.641 -10.003
C -19.675 3.889 -9.232
O -20.506 4.745 -9.968
H -18.775 1.893 -9.371
H -18.644 2.929 -10.858
H -20.160 2.144 -10.350
H -18.741 4.436 -9.104
H -20.017 3.650 -8.225
H -20.069 5.588 -10.111
C -18.746 -1.649 -3.540
C -19.489 -0.524 -2.958
O -18.965 -0.267 -1.664
H -19.092 -2.049 -4.493
H -18.881 -2.483 -2.851
H -17.686 -1.394 -3.560
H -20.562 -0.659 -2.827
H -19.335 0.335 -3.611
H -19.445 0.444 -1.233
C -13.900 -1.407 -6.616
C -14.840 -0.474 -5.814
O -16.003 -0.301 -6.560
H -13.156 -1.967 -6.050
H -13.272 -0.859 -7.318
H -14.479 -2.222 -7.052
H -14.355 0.480 -5.611
H -15.110 -0.937 -4.864
H -16.572 0.312 -6.088
```

The value obtained for the energy relative to the best compared isomer or geometry (same formula, charge and spin) is 148.3 kJ/mol. As for the largest force on an atom: 3.659 eV/A. The calculation puts the HOMO-LUMO gap (spin up / spin down) at 0.357 / 0.105 hartree. Its multiplicity is 2. The calculation puts the HOMO energy (spin up / spin down) at -12.5 / -12.5 eV. The net charge is +1. Its total energy is -851.165880 hartree.

***

No. 6
Density functional theory data (wB97M-V/def2-TZVPD) for a 15-piece molecular cluster, C61H151BN9O30 overall in a non-equilibrium geometry.

The geometry in XYZ format:
```
252
Properties=species:S:1:pos:R:3
O 2.615 -4.693 -1.137
C 2.426 -3.484 -1.012
O 2.885 -2.475 -1.740
B 2.418 -1.232 -1.177
O 1.690 -1.582 0.061
C 1.684 -2.813 0.240
O 1.103 -3.421 1.117
O 1.587 -0.444 -2.096
C 2.137 0.757 -2.318
O 1.715 1.654 -3.069
C 3.377 0.900 -1.354
O 3.487 -0.280 -0.732
O 4.120 1.877 -1.172
C -0.873 -4.540 -6.128
O -1.101 -5.062 -7.430
H -0.184 -5.174 -5.569
H -0.415 -3.551 -6.139
H -1.784 -4.419 -5.542
H -1.325 -5.987 -7.299
C 3.221 -9.171 5.520
O 4.462 -9.784 5.342
H 2.769 -8.680 4.658
H 2.545 -9.938 5.897
H 3.362 -8.428 6.305
H 4.321 -10.538 4.765
C -3.574 3.035 -6.437
O -2.324 2.461 -6.713
H -3.850 4.018 -6.818
H -4.381 2.441 -6.866
H -3.641 3.074 -5.350
H -1.795 2.624 -5.929
C 4.969 -9.928 -4.887
O 5.344 -11.199 -5.396
H 5.761 -9.482 -4.286
H 4.624 -9.354 -5.747
H 4.105 -9.997 -4.226
H 5.691 -11.017 -6.273
C 5.711 9.673 -2.463
O 6.779 10.573 -2.665
H 6.034 8.675 -2.760
H 5.476 9.654 -1.399
H 4.785 9.886 -2.998
H 6.751 11.314 -2.055
C 8.786 -1.870 -14.515
O 8.129 -1.245 -13.377
C 8.976 -0.972 -12.261
C 8.248 0.027 -11.334
N 8.168 1.373 -11.947
C 7.416 2.332 -11.093
C 8.038 2.769 -9.682
O 7.374 3.860 -9.051
C 6.173 3.555 -8.343
H 9.324 -2.760 -14.191
H 9.597 -1.201 -14.803
H 8.173 -2.104 -15.386
H 9.966 -0.580 -12.496
H 9.147 -1.831 -11.613
H 8.789 0.178 -10.400
H 7.246 -0.303 -11.059
H 7.778 1.431 -12.877
H 6.463 1.863 -10.847
H 7.099 3.188 -11.689
H 9.028 3.128 -9.962
H 8.069 1.947 -8.967
H 5.423 2.990 -8.896
H 5.798 4.479 -7.904
H 6.525 2.891 -7.553
C -11.714 8.787 -1.655
O -10.362 9.291 -1.486
C -9.890 9.216 -0.165
C -9.179 7.927 0.230
N -7.868 7.850 -0.387
C -7.258 6.587 0.051
C -5.837 6.274 -0.548
O -4.847 7.198 -0.020
C -3.669 7.241 -0.810
H -11.715 7.868 -1.068
H -11.858 8.460 -2.685
H -12.350 9.573 -1.249
H -10.744 9.361 0.496
H -9.175 9.996 0.094
H -9.801 7.071 -0.033
H -9.063 7.992 1.311
H -8.026 7.915 -1.382
H -7.909 5.757 -0.223
H -7.081 6.559 1.126
H -5.969 6.377 -1.625
H -5.517 5.242 -0.409
H -3.262 6.279 -1.121
H -2.930 7.799 -0.236
H -3.922 7.814 -1.702
C -6.505 -3.032 -1.842
O -7.281 -4.033 -2.527
C -8.642 -3.615 -2.764
C -9.450 -4.794 -3.282
N -9.557 -5.807 -2.288
C -10.355 -6.969 -2.677
C -11.951 -6.678 -2.405
O -12.652 -7.868 -2.554
C -14.058 -7.683 -2.308
H -5.552 -3.445 -1.512
H -7.041 -2.806 -0.921
H -6.424 -2.164 -2.497
H -8.797 -2.906 -3.578
H -9.069 -3.214 -1.845
H -8.965 -5.159 -4.187
H -10.378 -4.389 -3.685
H -8.629 -6.171 -2.125
H -10.116 -7.828 -2.050
H -10.125 -7.181 -3.721
H -12.243 -5.897 -3.107
H -12.110 -6.333 -1.383
H -14.460 -6.951 -3.009
H -14.230 -7.400 -1.270
H -14.569 -8.638 -2.425
C 9.853 -4.489 2.128
O 9.860 -5.828 1.729
C 8.662 -6.564 2.230
C 8.518 -7.942 1.515
N 9.790 -8.581 1.468
C 10.109 -9.282 2.736
C 11.644 -9.657 2.670
O 12.382 -8.470 2.580
C 13.834 -8.686 2.633
H 9.753 -4.372 3.207
H 9.071 -3.969 1.575
H 10.768 -3.989 1.810
H 7.710 -6.048 2.101
H 8.641 -6.667 3.315
H 8.275 -7.821 0.460
H 7.743 -8.606 1.898
H 9.666 -9.376 0.858
H 9.525 -10.196 2.850
H 9.816 -8.736 3.633
H 11.863 -10.109 1.703
H 11.878 -10.246 3.557
H 14.222 -7.692 2.857
H 14.243 -9.042 1.688
H 14.264 -9.268 3.449
C 3.599 4.383 4.459
O 3.559 3.740 5.682
C 4.041 2.429 5.540
C 4.376 1.788 6.874
N 5.142 0.501 6.779
C 4.546 -0.669 6.172
C 3.339 -1.286 6.905
O 3.804 -1.936 8.124
C 2.768 -2.488 8.898
H 3.093 5.348 4.426
H 3.076 3.770 3.724
H 4.636 4.453 4.131
H 4.988 2.425 5.002
H 3.357 1.780 4.993
H 3.449 1.614 7.421
H 4.959 2.497 7.461
H 5.357 0.210 7.721
H 5.241 -1.508 6.157
H 4.237 -0.537 5.136
H 2.697 -1.937 6.311
H 2.646 -0.501 7.207
H 2.309 -3.336 8.390
H 2.036 -1.720 9.147
H 3.187 -2.936 9.800
C -6.382 -4.328 7.613
O -5.987 -5.450 6.819
C -4.637 -5.824 7.018
C -4.285 -7.099 6.194
N -4.963 -8.321 6.640
C -6.392 -8.392 6.313
C -7.005 -9.720 6.820
O -7.088 -9.733 8.231
C -7.784 -10.839 8.830
H -6.456 -4.668 8.646
H -7.331 -3.933 7.250
H -5.652 -3.522 7.685
H -4.438 -6.169 8.033
H -3.972 -5.052 6.630
H -3.205 -7.171 6.324
H -4.532 -6.956 5.142
H -4.939 -8.353 7.650
H -6.477 -8.467 5.229
H -7.015 -7.600 6.728
H -6.373 -10.546 6.494
H -8.006 -9.916 6.436
H -7.601 -11.004 9.892
H -7.534 -11.773 8.326
H -8.859 -10.721 8.692
C -7.918 4.680 -4.867
O -7.235 5.824 -5.456
C -8.032 6.751 -6.167
C -7.071 7.658 -6.900
N -6.333 8.675 -6.054
C -5.538 9.545 -6.947
C -4.249 8.893 -7.505
O -3.451 8.561 -6.380
C -2.209 7.935 -6.706
H -8.697 4.339 -5.548
H -8.482 4.949 -3.973
H -7.156 3.923 -4.680
H -8.795 7.252 -5.571
H -8.538 6.158 -6.930
H -7.616 8.197 -7.675
H -6.398 7.053 -7.507
H -5.702 8.104 -5.509
H -5.231 10.393 -6.335
H -6.101 10.000 -7.762
H -3.662 9.589 -8.104
H -4.412 7.977 -8.073
H -2.268 7.031 -7.312
H -1.649 7.608 -5.829
H -1.572 8.632 -7.250
C -5.946 1.603 11.105
O -5.067 2.222 10.192
C -4.314 3.315 10.739
C -3.629 4.015 9.521
N -2.620 3.160 8.851
C -2.237 3.720 7.560
C -3.259 3.428 6.396
O -3.469 2.063 6.092
C -2.336 1.456 5.436
H -6.641 1.014 10.508
H -6.537 2.368 11.608
H -5.407 0.931 11.772
H -3.610 2.990 11.506
H -4.943 3.991 11.317
H -3.149 4.927 9.877
H -4.396 4.389 8.843
H -2.948 2.206 8.808
H -1.285 3.246 7.321
H -2.189 4.804 7.660
H -2.972 3.960 5.490
H -4.279 3.723 6.644
H -2.021 2.142 4.650
H -2.804 0.635 4.893
H -1.538 1.108 6.092
C 11.320 5.965 -0.665
C 10.982 5.714 0.836
C 10.329 6.886 1.474
O 11.209 7.986 1.467
C 10.584 9.227 1.485
N 10.271 4.434 0.959
H 11.899 6.872 -0.837
H 10.407 6.195 -1.213
H 11.732 5.105 -1.193
H 11.910 5.593 1.396
H 10.143 6.543 2.492
H 9.377 7.113 0.994
H 9.948 9.359 0.610
H 11.374 9.972 1.575
H 10.025 9.491 2.384
H 10.147 4.422 1.961
H 9.308 4.538 0.674
```

As for the largest force on an atom: 4.722 eV/A. The calculation puts the HOMO-LUMO gap at 0.322 hartree. The calculation puts the HOMO energy at -7.2 eV. The net charge is -1. Its total energy is -5189.233254 hartree.